Record 1
Entry from the OMol25 dataset: a structure of composition C32H33BF3IrN6O6S3 (wB97M-V/def2-TZVPD).

Structure (XYZ):
```
85
Properties=species:S:1:pos:R:3
Ir -0.1390 0.1299 -0.4336
C 5.1349 -0.0589 -1.0478
S 4.3396 -1.3520 -0.0749
C 2.6331 -0.9684 -0.2642
S 2.1054 0.6246 -0.5040
N 1.8619 -2.0066 -0.1419
N 0.5183 -1.6592 -0.1966
C -0.2950 -2.6562 -0.1221
C -1.7167 -2.3422 -0.1659
C -2.7362 -3.2491 0.0682
C -4.0445 -2.7968 0.0080
C -4.2926 -1.4674 -0.3041
C -3.2177 -0.6170 -0.5082
N -1.9603 -1.0508 -0.4269
H 6.2008 -0.1616 -0.8530
H 4.8031 0.9281 -0.7367
H 4.9382 -0.2057 -2.1071
H 0.0910 -3.6605 -0.0151
H -2.4993 -4.2756 0.3109
H -4.8635 -3.4757 0.2062
H -5.3021 -1.0907 -0.3875
H -3.3442 0.4262 -0.7690
F -4.1319 5.0325 0.0032
C -3.2451 4.8061 1.0044
C -2.6138 3.6010 1.0539
C -1.6528 3.3712 2.0372
C -1.0341 2.0323 2.1155
O -1.4365 1.1291 1.3843
C 0.0308 1.9232 3.0849
C 0.3169 2.9826 3.8917
N -0.3076 4.1736 3.8613
C 0.0745 5.2070 4.7999
C 0.7175 6.4538 4.2678
C 1.5295 5.4555 5.0362
C -1.3292 4.3919 2.9307
C -2.0235 5.6046 2.8900
C -2.9935 5.8325 1.9276
N -3.6845 7.0647 1.9108
C -2.9348 8.3011 1.9338
C -2.7812 8.8783 0.5297
N -4.1540 9.0721 -0.0650
C -4.9307 7.7769 -0.0951
C -4.9972 7.2279 1.3230
C 0.8358 0.7014 3.3477
O 1.8559 0.6919 3.9625
O 0.3068 -0.4536 2.8265
H -2.8055 2.8551 0.2898
H 1.0911 2.8762 4.6400
H -0.6000 5.3018 5.6424
H 0.4680 7.3968 4.7353
H 0.8829 6.5028 3.1994
H 1.8387 5.6963 6.0427
H 2.2424 4.8638 4.4786
H -1.8284 6.3624 3.6348
H -1.9418 8.1426 2.3451
H -3.4477 9.0302 2.5735
H -2.2469 8.1857 -0.1195
H -2.2738 9.8416 0.5352
H -4.0839 9.4622 -1.0041
H -4.6641 9.7485 0.5069
H -4.3960 7.0954 -0.7515
H -5.9181 7.9815 -0.5056
H -5.5392 6.2884 1.3143
H -5.5644 7.9263 1.9527
C 0.6831 4.4484 -7.5310
C 0.2045 3.9160 -6.2074
C 0.8086 4.2958 -5.0182
C 0.3797 3.7789 -3.8001
C -0.6705 2.8791 -3.7769
C -1.3088 2.5024 -4.9556
C -0.8699 3.0240 -6.1555
S -1.1362 2.0883 -2.2771
O -0.1625 2.4194 -1.2161
O -2.4923 2.5016 -1.9521
O -1.0193 0.6559 -2.5993
H 1.5425 5.1055 -7.4066
H -0.1058 5.0107 -8.0339
H 0.9723 3.6324 -8.1949
H 1.6338 4.9980 -5.0395
H 0.8591 4.0651 -2.8731
H -2.1370 1.8070 -4.9210
H -1.3617 2.7308 -7.0760
F -1.0420 -0.8156 4.7061
B -0.5218 -1.2442 3.5622
F -0.8482 -2.4397 3.1136
```

- LUMO energy (alpha / beta) (eV) = -3.20 / -3.20
- E (eV) = -99116.4779
- 2S+1 = 2
- ΔE to the lowest compared entry with this formula, charge and spin (eV) = 0.000
- total charge = +1
- gap between HOMO and LUMO (alpha / beta) (eV) = 5.60 / 5.37
- expectation value of S² = 0.757

Record 2
Entry from the OMol25 dataset: a structure of composition C32H33BrMnN6O5S (wB97M-V/def2-TZVPD).

Structure (XYZ):
```
79
Properties=species:S:1:pos:R:3
Mn 0.3047 -1.0207 -0.3203
O -5.9173 1.5411 0.2493
C -5.1397 1.9421 -0.6441
O -5.4063 2.6093 -1.6693
C -3.6727 1.4615 -0.5409
C -3.3392 0.4613 0.3032
C -1.9711 -0.1065 0.3376
N -0.9584 0.6661 -0.3598
C -1.3511 1.6828 -1.1294
C -2.6529 2.0965 -1.3124
C -0.2481 2.4657 -1.7641
C -0.3811 3.8507 -1.9487
C 0.6513 4.5615 -2.5281
C 1.8052 3.8865 -2.9099
C 1.8479 2.5198 -2.6928
N 0.8567 1.8256 -2.1452
C -1.4037 -0.4207 1.7305
C -2.1840 -0.5581 2.8662
C -1.5719 -1.0552 4.0058
C -0.2302 -1.4170 3.9508
C 0.4579 -1.2787 2.7557
N -0.1178 -0.7908 1.6580
H -4.1259 0.0665 0.9351
H -2.9359 2.9096 -1.9623
H -1.2789 4.3494 -1.6161
H 0.5627 5.6328 -2.6683
H 2.6472 4.4019 -3.3550
H 2.7215 1.9396 -2.9774
H -3.2254 -0.2702 2.8461
H -2.1334 -1.1811 4.9242
H 0.2745 -1.8300 4.8143
H 1.4923 -1.5823 2.6443
Br 3.4362 -7.7082 -0.0445
C 1.5998 -7.1657 -0.2230
C 0.6412 -8.1752 -0.3606
C -0.6934 -7.7521 -0.4975
C -1.0412 -6.4244 -0.4902
C -0.0498 -5.4048 -0.3389
C 1.3125 -5.8307 -0.2082
C -0.3310 -4.0217 -0.2903
O -1.7137 -3.7741 -0.4605
O 0.5191 -3.1265 -0.1047
H 0.9196 -9.2182 -0.3635
H -1.4716 -8.4996 -0.6130
H -2.0776 -6.1383 -0.6023
H 2.0895 -5.0873 -0.1046
C -1.3521 1.4011 -4.4985
N -1.1331 0.1201 -3.8546
C 0.0059 -0.5688 -3.8076
S 0.1953 -1.8894 -2.7864
N 1.0026 -0.2062 -4.6971
C 0.7103 -0.2265 -6.1267
H -1.9355 2.0275 -3.8271
H -1.9034 1.2914 -5.4367
H -0.3953 1.8856 -4.6913
H -1.8182 -0.1667 -3.1669
H 1.8160 -0.7634 -4.4713
H -0.1643 0.3777 -6.3522
H 0.5282 -1.2415 -6.4959
H 1.5557 0.1982 -6.6678
C -4.5759 -2.3013 -1.2749
C -3.8049 -2.7482 -0.0315
C -2.3198 -2.5803 -0.2192
N -1.6744 -1.5046 -0.2364
H -5.6482 -2.4450 -1.1351
H -4.2586 -2.8746 -2.1488
H -4.4023 -1.2430 -1.4659
H -4.0064 -3.7955 0.1956
H -4.1139 -2.1505 0.8274
C 2.0792 1.3639 0.9598
O 2.8295 0.3642 0.2961
C 2.0917 -0.6429 -0.3120
C 3.1427 -1.5643 -0.8960
H 1.9190 1.0965 2.0093
H 1.1069 1.4941 0.4865
H 2.6600 2.2895 0.9213
H 3.9655 -1.0009 -1.3556
H 2.7064 -2.2433 -1.6255
H 3.5766 -2.1795 -0.0970
```

- LUMO energy (alpha / beta) (eV) = 4.08 / 4.07
- E (eV) = -165093.8330
- 2S+1 = 2
- ΔE to the lowest compared entry with this formula, charge and spin (eV) = 0.130
- total charge = -2
- gap between HOMO and LUMO (alpha / beta) (eV) = 4.24 / 5.00
- expectation value of S² = 0.776

Record 3
Entry from the OMol25 dataset: a cluster of 5 separate species, C32H33F32IN2O6 in total (wB97M-V/def2-TZVPD).

Structure (XYZ):
```
106
Properties=species:S:1:pos:R:3
C 3.6051 -4.0874 -0.3038
C 3.1971 -3.1566 -1.4514
C 1.7127 -2.8250 -1.4841
O 0.9450 -4.0356 -1.5660
C -0.1585 -4.1494 -0.7097
C 0.2930 -4.0784 0.7084
N 0.6439 -3.9685 1.7954
C -0.7478 -5.5574 -0.9415
C 0.2928 -6.6814 -0.8380
C 1.0413 -7.0009 -2.1274
I -0.2333 -7.9114 -3.5901
C -1.2241 -3.0400 -0.9458
C -1.2969 -2.7418 -2.3832
N -1.2930 -2.6629 -3.5293
C -2.6472 -3.3726 -0.4514
C -2.7819 -3.6468 1.0265
O -3.6412 -4.3888 1.4375
H 4.6537 -4.3586 -0.4038
H 3.0017 -4.9927 -0.3623
H 3.4151 -3.6105 0.6572
H 3.7749 -2.2323 -1.4743
H 3.4064 -3.6745 -2.3938
H 1.4067 -2.1871 -0.6502
H 1.5211 -2.2604 -2.4022
H -1.1826 -5.5730 -1.9442
H -1.5237 -5.7577 -0.2041
H -0.2496 -7.5858 -0.5551
H 1.0188 -6.5043 -0.0400
H 1.8064 -7.7462 -1.9179
H 1.5355 -6.1419 -2.5664
H -0.8760 -2.1265 -0.4534
H -3.2730 -2.4977 -0.6594
H -3.0698 -4.1884 -1.0330
H -2.0978 -3.1784 1.7564
F -1.3987 2.3131 -3.1392
C -0.9306 1.3196 -3.9274
F 0.3975 1.5355 -4.1049
C -1.6166 1.3199 -5.2922
F -1.3328 2.4710 -5.9426
F -1.0374 0.3024 -5.9862
C -3.1277 1.0560 -5.3182
O -3.9663 2.1903 -5.4204
C -4.4068 2.8496 -4.3025
F -4.0612 2.2149 -3.1671
F -5.7574 2.8761 -4.3519
C -3.9367 4.3070 -4.2946
F -2.5884 4.3636 -4.2934
F -4.3885 4.9068 -3.1721
H -1.0621 0.3603 -3.4205
H -3.2999 0.5119 -6.2455
H -3.4344 0.3918 -4.5099
H -4.3193 4.8326 -5.1712
F 1.0493 5.5527 -2.1139
C 1.3195 4.2367 -2.2430
F 1.1759 3.6642 -1.0216
C 2.7537 4.0140 -2.7207
F 3.6195 4.4866 -1.7938
F 2.9145 2.6627 -2.7814
C 3.1264 4.5570 -4.1060
O 3.8150 5.7926 -4.1322
C 3.1411 6.9854 -4.1683
F 1.8149 6.8194 -4.3060
F 3.5762 7.6660 -5.2529
C 3.4787 7.8456 -2.9463
F 3.1212 7.2094 -1.8097
F 2.7880 9.0037 -3.0191
H 0.6041 3.7811 -2.9294
H 3.8480 3.8447 -4.5033
H 2.2737 4.5455 -4.7855
H 4.5489 8.0580 -2.9177
F -2.3409 -5.7642 5.5537
C -2.1075 -4.5891 4.9329
F -0.7693 -4.4470 4.8036
C -2.6609 -3.4151 5.7379
F -2.0221 -3.3190 6.9222
F -2.3474 -2.3014 5.0090
C -4.1796 -3.3687 5.9548
O -4.6589 -3.8251 7.2044
C -4.9842 -5.1416 7.4041
F -4.9198 -5.8612 6.2711
F -6.2677 -5.1804 7.8323
C -4.1310 -5.7614 8.5141
F -2.8262 -5.7157 8.1829
F -4.4877 -7.0563 8.6687
H -2.5514 -4.6174 3.9323
H -4.4298 -2.3087 5.9481
H -4.7188 -3.8196 5.1210
H -4.2853 -5.2253 9.4524
F 4.3843 3.8710 1.8657
C 4.6643 5.1231 1.4496
F 6.0111 5.2712 1.4466
C 4.0491 6.1632 2.3833
F 4.5929 6.0642 3.6155
F 4.4151 7.3739 1.8689
C 2.5175 6.1882 2.4802
O 1.9381 5.5399 3.5964
C 1.6018 4.2127 3.5496
F 1.7605 3.6870 2.3233
F 0.2870 4.1167 3.8606
C 2.3623 3.4099 4.6084
F 3.6899 3.4946 4.3973
F 1.9974 2.1107 4.5180
H 4.2964 5.2581 0.4291
H 2.2643 7.2377 2.6228
H 2.0502 5.8818 1.5435
H 2.1299 3.7859 5.6065
```

- LUMO energy (eV) = -0.11
- SMILES = CCCO[C@](C#N)(CCCI)[C@@H](C#N)CC=O.FC(F)C(F)(F)COC(F)(F)C(F)F.FC(F)C(F)(F)COC(F)(F)C(F)F.FC(F)C(F)(F)COC(F)(F)C(F)F.FC(F)C(F)(F)COC(F)(F)C(F)F
- E (eV) = -144043.8103
- gap between HOMO and LUMO (eV) = 9.57